# 1
Density functional theory data (the ωB97M-V functional and the def2-TZVPD basis) for the molecule C5H6Cl2N2 in a non-equilibrium geometry.

Cartesian coordinates (Å):
C  -2.6899  1.1068  -0.1838
C  -1.4494  1.7505  0.2481
C  0.5049  0.2085  0.6129
C  1.8187  -1.8350  0.3766
C  1.6149  -0.3887  -0.0934
N  -2.7151  -0.0633  -0.6381
N  -0.3832  1.0576  0.3604
Cl  2.8694  0.7527  0.6230
Cl  1.7301  -0.0436  -1.8086
H  -3.6708  1.7729  -0.3067
H  -1.4256  2.7876  0.2219
H  -1.9049  -0.6327  -0.7366
H  1.7310  -1.9628  1.5229
H  2.7771  -2.1317  0.0278
H  1.1927  -2.3787  -0.2264

Relative energy (zero: lowest compared OMol25 entry of this formula, charge and spin), eV: 3.852
Spin multiplicity: 1
E_LUMO (alpha / beta), eV: -0.157 / -0.157
F_max, eV/Å: 4.92
HOMO-LUMO gap (alpha / beta), eV: 8.185 / 8.184
E_HOMO (alpha / beta), eV: -8.34 / -8.34

***

# 2
Density functional theory data (the ωB97M-V functional and the def2-TZVPD basis) for the molecule C4H10N2O in a non-equilibrium geometry.

Cartesian coordinates (Å):
C  -0.6716  0.4942  -2.0997
C  0.6304  0.8806  -1.3888
C  0.3407  0.9728  0.0991
O  0.4079  2.0825  0.6132
N  0.2375  -0.1168  0.9259
C  -0.2912  -1.4300  0.4758
N  -0.3878  -2.2951  1.6018
H  -1.4567  1.2534  -2.0050
H  -0.6189  0.3559  -3.1794
H  -1.0643  -0.4390  -1.7030
H  1.4357  0.1988  -1.6860
H  0.9711  1.8641  -1.7179
H  0.2403  0.0786  1.9148
H  -1.2330  -1.2398  -0.0214
H  0.4822  -1.8264  -0.1993
H  -1.2775  -2.5953  1.9487
H  0.4130  -2.7534  1.9739

Relative energy (zero: lowest compared OMol25 entry of this formula, charge and spin), eV: 1.270
Structure (SMILES): CCC(=O)NCN
Spin multiplicity: 1
E_LUMO, eV: 0.822
F_max, eV/Å: 2.45
HOMO-LUMO gap, eV: 9.914
E_HOMO, eV: -9.09